DFT (ωB97M-V/def2-TZVPD) results for a cluster of 7 separate species, C63H133N7O7 in total in a non-equilibrium geometry.

Values from the calculation:
HOMO-LUMO gap = 0.325 Ha
SMILES = CC1(C)CCCC(C)(C)N1O.CC1(C)CCCC(C)(C)N1O.CC1(C)CCCC(C)(C)N1O.CC1(C)CCCC(C)(C)N1O.CC1(C)CCCC(C)(C)N1O.CC1(C)CCCC(C)(C)N1O.CC1(C)CCCC(C)(C)N1O
Energy above the lowest of the compared OMol25 structures with the same formula, charge and spin = 109.2 kcal/mol
HOMO = -8.4 eV

Geometry as XYZ:
```
210
Properties=species:S:1:pos:R:3:forces:R:3
O 0.5825 -0.5300 -2.2379 -0.853 0.926 -0.408
O -5.1614 -2.2306 6.2887 -1.552 1.197 -1.320
O 6.8590 6.1886 -0.2939 -0.761 -0.359 0.207
O 1.0638 1.3563 -4.2852 1.239 0.622 -0.890
O 1.2898 -5.0807 -1.3060 1.787 -0.970 0.212
O -7.3431 5.2924 1.4818 -0.294 -0.294 -0.869
O -1.5908 -4.2947 4.3554 -0.037 -0.495 -0.118
N -4.3750 -2.2183 5.0952 0.378 0.408 1.024
N -0.0178 0.5797 -1.4359 -0.235 -1.011 -0.996
N 2.6515 -5.5635 -1.7326 -2.668 0.639 -0.012
N -1.2096 -5.4034 3.5218 0.789 0.371 -1.329
N 5.3801 6.2258 -0.1940 1.697 1.644 -0.847
N 1.9700 1.5405 -5.4464 -0.725 -1.718 0.064
N -6.0368 5.6583 1.8282 1.340 0.479 0.251
C -1.4796 0.2921 -1.1930 -1.404 -0.208 -1.799
C 3.3835 1.1876 -5.0595 0.010 1.725 0.600
C 1.2941 0.7400 -6.5595 0.764 2.832 0.283
C 3.5782 -5.3303 0.5103 0.632 -0.738 1.406
C -1.3488 1.2997 1.1003 1.421 -0.387 0.339
C 5.0080 -5.3510 -1.5663 -2.827 -0.117 -0.089
C 2.1391 0.9523 -7.8063 1.173 -1.907 0.703
C -5.9068 7.6628 0.3515 -0.092 0.511 -1.096
C -2.5253 -0.9988 5.9814 -1.179 -0.828 0.934
C 3.3013 5.0992 0.2255 0.869 -0.977 -0.042
C 2.2111 1.2213 -0.6697 0.126 -0.488 2.206
C 0.1365 -6.0455 1.5623 -2.081 -0.470 -0.388
C -2.9743 -0.8620 3.6035 0.773 -0.519 -0.485
C -0.2613 -4.8342 2.4563 0.106 -0.885 0.324
C -1.0261 -3.8011 1.5913 -0.129 -1.322 0.730
C 0.4202 -6.0442 5.3797 1.341 -0.589 -0.271
C 2.1274 -4.0835 -3.6571 0.107 3.105 0.843
C 0.9479 -4.1331 3.0630 0.429 1.324 -1.990
C 3.6651 -4.8795 -0.9537 1.185 -0.181 0.763
C 0.0196 1.4725 -6.8602 -0.572 2.507 1.180
C 0.8327 0.6450 -0.2696 0.031 1.048 0.178
C 2.5910 -5.4074 -3.2236 -0.065 -0.985 0.888
C -1.9692 -6.8947 5.2424 1.248 -0.027 1.819
C 5.5415 8.1591 -1.5863 1.414 1.825 1.195
C 3.6046 0.4531 -7.5572 -0.495 1.636 -0.662
C -0.3227 -7.6499 3.4885 -0.056 -0.880 -1.159
C 2.7846 5.6694 -1.0883 -0.058 0.573 0.619
C 1.0345 -0.6856 0.3819 -0.613 -2.553 0.311
C -6.2247 4.3884 3.9518 -0.856 -0.542 -1.716
C -4.4317 0.3970 5.2055 -1.516 1.842 -1.375
C -3.9344 4.8765 2.8814 -1.169 -1.869 2.560
C 5.2847 5.9884 -2.7225 -0.936 0.127 0.137
C 4.1890 1.2407 -6.3679 1.105 0.056 0.467
C 3.7928 2.4626 -4.1848 -0.720 -0.198 -0.944
C 5.2627 4.7376 1.7189 1.144 -0.476 -1.949
C 4.9225 4.9603 0.2330 -3.069 -1.475 1.282
C 0.1227 1.6397 0.7418 0.866 0.168 -0.700
C -5.4719 -4.2141 4.3815 0.174 0.251 -2.183
C -2.1721 0.6561 -2.5481 0.391 -2.051 0.464
C -3.1408 5.3936 1.7513 -0.464 -0.946 -1.638
C 1.5901 -6.4835 -3.7131 -0.295 1.833 -1.002
C -5.2376 -2.7246 4.0654 0.400 -1.223 -0.478
C 3.4136 7.0254 -1.4538 0.218 -0.210 2.886
C -0.6947 -6.5170 4.3852 -0.828 2.395 2.349
C 0.8871 -0.6232 -6.2340 -0.423 -3.301 -1.723
C 3.6531 -3.3665 -0.8671 -1.134 1.659 -0.972
C -5.2281 5.4686 -0.6404 -2.048 -0.033 0.829
C 3.9611 -5.7339 -3.7437 -0.329 -1.765 -0.336
C 4.9255 6.8260 -1.5054 0.211 -1.451 0.218
C -4.4430 -2.6983 2.7861 0.462 -0.088 -2.433
C -3.8926 6.5624 1.1804 -0.166 0.675 0.834
C -3.6764 -0.9165 4.9695 1.002 0.755 0.354
C -3.8811 -1.2634 2.4695 -1.600 -0.508 -0.439
C 5.0703 -5.0557 -3.0271 0.661 0.809 -0.566
C 3.6375 -0.0964 -4.2398 -1.189 0.198 -1.774
C -5.2784 6.3115 0.6428 -0.462 -1.426 0.895
C -5.4116 4.5025 2.6008 -0.495 -0.193 -1.367
C -5.4794 3.1581 1.7438 -0.101 -0.659 1.524
C -2.1398 1.2353 -0.1799 0.883 0.500 -0.151
C -1.8453 -1.1653 -0.8392 2.086 -0.338 -0.154
C 5.2832 3.6314 -0.4732 0.539 -0.223 0.851
C -6.5683 -2.0366 3.8914 -0.566 0.490 -0.529
C 0.6435 -7.2657 2.3509 0.078 -0.109 0.181
H 1.7597 -7.3155 -3.0688 -0.333 -0.946 0.020
H -7.9028 5.8659 2.0032 -0.135 0.249 0.171
H 3.5899 3.4071 -4.7978 0.333 -1.278 1.004
H 6.3151 4.8244 1.8327 1.215 -0.075 0.113
H -5.6343 8.3673 1.1439 -0.791 -0.173 0.196
H 4.5602 5.2138 -2.9083 -0.245 -0.291 -0.144
H 2.0080 -0.8572 0.8278 0.287 0.275 -0.025
H 1.7557 -6.6428 -4.7918 0.355 -0.480 0.423
H 0.2194 2.6461 0.3038 -0.452 -0.170 -0.117
H -1.9539 -4.2457 1.1857 0.407 0.240 0.146
H 0.6743 2.2365 -4.3110 -0.249 -0.128 0.597
H -5.4742 8.1815 -0.5689 -0.487 -1.088 0.854
H -7.2943 -2.4233 4.6175 0.183 0.521 0.071
H 1.2372 -3.7186 -3.1118 -0.128 -0.362 -1.040
H -5.0500 0.4381 6.1217 0.256 -0.361 -0.466
H -3.3744 -1.2483 1.4806 -0.232 -0.006 0.681
H -1.2562 -7.9472 3.0448 -0.701 0.076 -0.695
H -2.8710 -1.4058 -0.7576 -1.404 0.484 0.157
H -3.6227 -3.4892 2.7891 -0.711 1.237 0.171
H 2.1763 2.2675 -0.7862 -0.305 1.443 -0.595
H 4.0748 -2.8607 -1.7513 -0.218 -0.243 0.158
H 4.9067 3.5737 -1.4952 0.284 -0.241 0.106
H -6.9905 7.4878 0.1735 0.601 0.637 0.326
H 3.2928 7.7960 -0.5978 -0.428 -1.082 -1.439
H 4.1271 0.7129 -8.5041 0.178 -0.466 0.729
H 4.0296 -6.8182 -3.5956 0.345 -0.106 0.122
H 3.5118 -6.4027 0.7023 -0.140 -0.315 -0.767
H -2.5081 0.0993 3.3391 -0.383 0.059 0.774
H -6.2548 5.3016 -1.0271 0.367 -0.198 0.481
H -1.7389 1.9766 1.8796 0.056 -0.108 -0.449
H 4.2041 -2.9416 -0.0296 0.101 -0.465 0.221
H 0.3201 -0.8084 1.1878 -0.090 -0.101 0.393
H 3.0379 7.3873 -2.3938 -0.114 0.355 -0.342
H 6.3504 3.3392 -0.3483 -0.386 0.730 -0.703
H 3.6186 -0.6122 -7.4012 0.124 -0.468 0.052
H 0.7848 -8.1076 1.6444 -0.171 0.307 0.419
H 2.8497 1.1080 0.2436 -0.209 -0.093 -0.726
H 0.5523 -6.0892 -3.7203 0.509 -0.449 0.676
H 4.8619 5.4260 2.3737 -1.292 1.522 1.240
H -5.1288 0.6543 4.2966 1.077 -0.525 1.668
H -0.6425 1.4367 -5.9709 0.151 0.173 -0.627
H 2.7332 0.7881 -1.5033 -0.180 -0.487 -0.282
H -2.1098 -1.5576 3.6740 -0.498 0.094 -0.239
H 0.2349 2.5458 -7.1348 -0.184 -0.904 0.581
H -0.8987 -6.2677 1.0952 1.522 -0.325 0.540
H 1.6901 -1.3482 -5.9465 -0.781 0.650 -0.093
H 0.7771 -5.8650 0.6780 -0.250 0.507 0.826
H 5.2104 8.7188 -0.6797 0.395 -0.090 -0.656
H -0.5155 1.1098 -7.6966 -0.477 -0.876 -0.881
H 5.2713 6.6419 -3.5626 0.030 0.481 -0.905
H -6.0522 -4.6661 3.5416 0.584 0.223 0.347
H -1.4850 -1.9371 -1.5476 0.308 0.662 0.199
H -3.2602 0.5451 -2.4751 0.149 0.150 0.102
H 0.8314 -1.5885 -0.2739 0.391 1.298 0.468
H 1.7578 -4.7138 3.4053 0.594 -1.333 0.549
H -6.4450 -0.9131 3.9614 -0.570 -1.387 -0.264
H 4.6704 -0.1605 -3.9751 0.791 -0.174 -0.104
H -2.7534 -7.0215 4.5587 -1.272 -0.457 -1.032
H -6.0020 5.3254 4.4883 -0.333 -0.685 0.273
H -1.8270 -0.2316 5.7629 0.885 0.629 -0.036
H 1.6395 -7.0880 2.7940 -0.213 0.182 -0.265
H 4.3088 2.3020 -6.5885 -0.475 0.103 -0.559
H 3.2916 -0.9621 -4.8459 0.550 0.291 0.664
H 1.7105 5.6798 -1.1373 -0.626 0.238 0.261
H 5.9953 -5.4708 -3.4110 0.406 0.345 -0.245
H -4.7175 3.0658 1.0026 0.861 0.450 -0.532
H -5.2853 2.2138 2.3628 -0.603 1.333 -0.397
H -1.3480 0.2826 1.5352 -0.098 0.436 0.044
H -2.1679 5.6890 2.0963 0.599 0.110 -0.024
H 1.9407 -4.1160 -4.7027 -0.423 0.198 -0.944
H 6.6469 8.1970 -1.6287 -0.546 -0.414 0.217
H 6.2218 5.5179 -2.6837 1.469 -0.435 0.299
H -2.3550 -6.1077 5.9970 1.165 -1.142 -1.114
H 0.8287 1.6970 1.5688 -0.324 -0.226 0.578
H 4.9668 -6.4162 -1.4509 0.597 -0.747 0.299
H 1.6336 0.2913 -8.5560 0.599 1.093 -0.030
H -7.3382 4.2985 3.6927 1.534 0.456 0.371
H 7.1938 6.6223 0.5072 -0.486 -0.043 -0.268
H -6.9338 -2.3999 2.8978 0.017 0.854 0.641
H 0.7568 -0.1630 -3.1445 -0.409 0.242 1.191
H 5.6838 -4.8761 -0.9436 2.094 0.612 0.843
H -5.1302 -3.0461 1.9397 0.808 0.527 1.040
H -6.1314 -4.2517 5.1921 -0.423 -0.566 1.718
H 3.0617 5.0035 -1.8557 0.236 -1.036 -1.063
H 2.6732 -4.9464 0.9855 0.265 0.329 -0.029
H 5.0187 3.7374 1.9796 -0.456 -0.771 0.494
H -1.8195 -0.1729 -3.1847 -0.193 0.713 -0.540
H -1.3719 -1.3529 0.1201 -0.202 -0.495 0.102
H -4.4946 -4.7289 4.4588 -0.785 0.042 0.384
H -6.4060 3.0468 1.1753 -0.148 0.082 0.490
H 4.4868 -5.0891 1.1589 -1.063 0.408 -1.115
H -3.5310 3.9417 3.3042 0.258 -0.022 -0.357
H -4.7962 6.0422 -1.4116 1.099 0.551 -0.874
H -4.7739 -0.5285 2.3995 1.313 -1.077 0.007
H -1.7906 -7.8722 5.7919 -0.212 1.162 -0.546
H -2.5460 -4.4382 4.4183 0.202 0.427 0.100
H 0.0236 -0.6607 -5.5794 0.295 0.040 0.673
H 0.4374 -5.0293 5.8098 -0.758 -0.193 -0.706
H -3.7647 1.3288 5.2601 -0.425 -1.595 -0.065
H -4.6451 -2.5250 7.0013 1.521 -0.799 1.172
H 5.2536 1.0150 -6.0846 -0.875 -0.491 -0.441
H 4.8356 2.8600 0.1788 -0.396 0.176 -0.752
H 2.6115 -2.9737 -0.7504 0.751 -0.266 -0.046
H -1.2591 -2.9539 2.2156 -0.185 0.451 0.018
H -2.1545 2.1876 -0.7230 -0.172 0.304 0.579
H 1.4656 -3.5716 2.2066 -0.936 -0.119 1.227
H 4.7975 2.4526 -3.7741 0.499 -0.134 -0.520
H 4.9930 -3.9802 -3.2704 0.496 -0.293 0.271
H 2.2016 2.0299 -8.0122 -0.363 -0.438 -0.371
H -2.1162 -1.9990 5.8876 0.541 -0.010 -0.157
H -0.0836 -8.6128 3.9600 0.647 0.601 0.552
H -2.8456 -0.9208 7.0385 -0.050 0.281 -0.472
H 3.0902 -0.0461 -3.3309 -0.685 -0.165 0.762
H 0.4041 -1.0352 -7.2025 0.943 0.338 1.253
H 4.0307 -5.6475 -4.8256 -0.157 0.463 -0.162
H -0.3607 -3.5181 0.7932 0.125 0.225 -0.429
H 2.8031 -3.2119 -3.4470 0.021 -0.971 -0.424
H 2.8391 4.1132 0.5281 0.606 0.681 -0.847
H -3.9229 5.4851 3.8090 0.066 0.488 -0.805
H -6.0394 3.4244 4.4804 0.451 0.956 -0.092
H 1.2856 -4.2062 -1.7064 -0.407 0.203 0.447
H 5.2472 8.7022 -2.4574 -0.659 0.328 -0.644
H -4.0127 7.3311 1.9612 0.210 -0.218 -0.030
H 1.4498 -6.1788 4.9587 -0.838 -0.028 0.199
H 3.1903 2.4333 -3.2809 -0.487 0.287 -0.031
H -3.1635 0.9162 0.0135 -0.049 -0.062 -0.229
H 0.6543 -3.4954 3.8801 -0.085 0.609 0.048
H -3.0255 4.5853 0.9492 0.062 0.962 1.028
H -4.7532 4.5218 -0.4753 0.330 -0.376 -0.219
H 0.3808 -6.6800 6.2567 0.006 -0.382 0.165
H -3.3671 7.0223 0.3928 0.952 0.660 -1.078
H -1.9059 1.6370 -2.9111 0.193 0.186 -0.117
H 2.9984 5.7059 1.0542 0.087 0.892 0.459
```
Forces are in eV/Å.

Atomic partial charges in e from the Löwdin method, atoms 1 to 8:
1. O -0.080
2. O 0.003
3. O -0.042
4. O -0.074
5. O -0.058
6. O -0.052
7. O -0.070
8. N -0.068